(1)
49
Properties=species:S:1:pos:R:3:forces:R:3 method="wB97M-V/def2-TZVPD" max_force_ev_per_a=1.34 orbital_gap_ha="0.227 / 0.246" spin_multiplicity=4 charge=+2 homo_energy_ha="-0.551 / -0.557" e_lumo_ev="-8.8 / -8.5" s_squared=3.7765
Tc -0.300 0.729 0.697 0.093 0.055 -0.798
O -6.268 1.706 -0.097 -0.208 -0.192 -0.073
C -4.978 1.556 0.074 0.455 0.016 0.099
C -4.112 2.596 0.476 -0.157 0.049 -0.057
C -2.784 2.312 0.607 0.463 -0.132 -0.010
N -2.282 1.088 0.381 -1.044 0.194 0.070
C -3.099 0.093 0.003 0.423 -0.088 -0.002
C -4.439 0.272 -0.164 -0.197 0.037 -0.050
C -2.308 -1.180 -0.205 -0.903 0.226 -0.094
O -2.747 -2.211 -0.592 0.221 -0.008 0.036
O -1.026 -0.947 0.122 0.607 0.091 0.361
C -1.671 3.265 0.983 -1.323 0.212 -0.100
O -1.794 4.425 1.175 0.356 -0.101 0.030
O -0.528 2.554 1.039 0.766 -0.266 0.223
H -6.594 2.598 0.081 0.028 0.121 0.039
H -4.471 3.598 0.675 0.030 0.013 -0.013
H -5.079 -0.545 -0.469 0.026 -0.010 -0.011
C 1.009 3.428 -1.470 0.052 0.178 -0.048
C 0.471 2.077 -1.818 -0.128 -0.290 0.039
C 1.296 0.934 -1.773 -0.065 0.175 0.054
C 0.873 -0.275 -2.321 -0.102 -0.078 -0.114
C -0.387 -0.382 -2.888 0.017 0.016 -0.013
C -1.237 0.720 -2.890 0.026 -0.094 -0.030
C -0.821 1.927 -2.352 0.088 0.071 -0.023
H 1.360 3.908 -2.387 0.012 -0.024 0.018
H 1.860 3.373 -0.793 -0.047 0.008 0.057
H 0.248 4.085 -1.048 0.032 -0.020 0.040
H 2.310 1.047 -1.405 -0.010 -0.045 0.019
H 1.543 -1.125 -2.352 0.018 0.020 0.049
H -0.707 -1.314 -3.335 0.010 0.007 -0.002
H -2.214 0.640 -3.351 -0.008 0.029 0.021
H -1.465 2.798 -2.412 -0.003 -0.003 0.005
O 3.240 -0.165 2.430 -0.302 0.216 -0.113
C 2.265 -0.627 1.898 0.692 -0.879 0.355
O 1.365 0.061 1.241 0.214 0.137 0.112
C 2.064 -2.160 1.880 -0.316 0.517 -0.302
N 3.081 -2.721 2.830 0.084 0.165 0.147
C 3.825 -3.817 2.126 0.237 -0.224 -0.401
C 3.832 -3.332 0.685 -0.152 0.088 0.084
C 2.420 -2.754 0.500 0.138 -0.038 -0.024
H 1.053 -2.407 2.196 0.040 -0.079 0.074
H 2.686 -3.023 3.719 -0.075 -0.016 0.011
H 3.702 -1.913 3.024 0.039 -0.098 0.079
H 3.263 -4.743 2.233 -0.056 0.046 0.093
H 4.815 -3.940 2.557 -0.051 0.053 0.127
H 4.042 -4.140 -0.011 0.037 0.001 -0.003
H 4.587 -2.556 0.552 0.026 -0.034 -0.018
H 1.707 -3.528 0.224 -0.015 -0.007 0.057
H 2.396 -1.987 -0.272 -0.071 -0.016 -0.002

=====

(2)
47
Properties=species:S:1:pos:R:3:forces:R:3 method="wB97M-V/def2-TZVPD" smiles="CN1Cc2cc(Nc3nn([C@@H](CC#N)C4CC4)cc3C(N)=O)ccc2C1=O" max_force_ev_per_a=3.50 orbital_gap_ha=0.301 spin_multiplicity=1 charge=0 homo_energy_ha=-0.289 e_lumo_ev=0.3
C -5.880 -4.533 -0.044 -0.635 -0.286 -0.002
N -4.676 -3.797 -0.256 0.466 0.961 -0.388
C -4.734 -2.322 -0.504 0.947 -1.562 0.510
C -3.295 -1.976 -0.177 -0.431 0.554 0.596
C -2.787 -0.716 -0.131 -0.387 -0.260 -0.003
C -1.468 -0.552 0.282 -0.389 0.424 -0.298
N -1.090 0.776 0.339 0.860 1.008 0.128
C 0.156 1.348 0.368 -1.435 -0.691 0.051
N 1.219 0.694 -0.015 1.504 1.001 1.038
N 2.219 1.591 0.276 1.167 2.097 0.619
C 3.638 1.269 0.053 -0.878 -0.033 -1.104
C 4.121 0.072 0.921 0.104 0.733 -0.408
C 5.581 0.044 0.916 3.431 0.669 -0.172
N 6.750 0.172 0.903 -3.261 -0.527 0.050
C 3.788 1.024 -1.463 0.432 0.692 0.384
C 3.461 2.134 -2.454 0.346 1.131 1.108
C 4.896 1.725 -2.216 0.779 -1.076 -0.547
C 1.762 2.853 0.673 0.402 -2.348 -0.524
C 0.411 2.694 0.778 -0.561 -0.067 -0.109
C -0.629 3.624 1.179 -1.295 1.112 0.318
N -0.362 4.973 1.253 0.646 -0.669 -0.093
O -1.784 3.271 1.406 0.132 -0.525 -0.286
C -0.687 -1.635 0.638 0.194 -1.291 0.109
C -1.239 -2.945 0.654 0.292 1.325 -0.192
C -2.550 -3.072 0.259 -0.374 1.361 -1.148
C -3.422 -4.217 0.169 -0.662 0.117 0.692
O -3.101 -5.308 0.550 -0.314 -1.839 0.064
H -6.403 -4.132 0.837 -0.167 -0.002 -0.223
H -6.532 -4.461 -0.936 0.194 -0.116 0.496
H -5.681 -5.586 0.182 0.231 0.233 -0.259
H -4.964 -2.094 -1.549 -0.146 -0.088 0.067
H -5.465 -1.815 0.158 0.358 -0.300 -0.226
H -3.442 0.119 -0.347 0.277 0.244 -0.140
H -1.791 1.440 0.604 -0.491 0.224 0.078
H 4.212 2.148 0.350 -0.158 0.102 -0.063
H 3.815 0.185 1.962 -0.299 -0.126 -0.134
H 3.753 -0.834 0.473 -0.345 -0.512 0.156
H 3.522 0.016 -1.747 -0.014 -0.030 -0.194
H 3.215 3.161 -2.057 0.050 -1.342 -0.313
H 2.943 1.903 -3.379 0.222 -0.156 0.133
H 5.435 1.112 -2.984 -0.585 0.786 0.748
H 5.569 2.364 -1.615 -0.576 -0.265 -0.515
H 2.351 3.755 0.852 0.225 -0.774 -0.097
H 0.601 5.238 1.378 -0.236 0.448 -0.006
H -1.120 5.555 1.595 0.461 -0.228 0.028
H 0.349 -1.458 0.900 -0.115 -0.128 0.069
H -0.664 -3.806 0.966 0.031 0.021 0.003

=====

(3)
49
Properties=species:S:1:pos:R:3:forces:R:3 method="wB97M-V/def2-TZVPD" max_force_ev_per_a=0.33 orbital_gap_ha=0.302 spin_multiplicity=1 charge=+1 homo_energy_ha=-0.412 e_lumo_ev=-3.0
Pt 0.065 0.026 1.475 0.098 -0.310 -0.045
N -0.671 4.303 2.746 0.036 0.055 0.013
C -1.243 3.105 2.601 -0.082 -0.108 0.037
N -0.303 2.195 2.453 0.062 0.223 0.037
C 0.845 2.920 2.509 0.082 0.045 -0.002
N 0.670 4.206 2.688 -0.105 0.006 0.006
C 2.145 2.267 2.359 0.011 0.005 0.025
C 3.350 2.958 2.387 0.054 -0.005 0.025
N 4.509 2.332 2.233 -0.033 -0.012 0.009
C 4.462 1.015 2.065 0.034 -0.023 0.012
C 3.265 0.314 2.043 -0.066 -0.045 0.017
N 2.103 0.947 2.182 0.031 0.171 0.037
H -1.107 5.201 2.880 -0.006 0.008 0.004
H -2.307 2.937 2.619 0.004 0.011 -0.029
H 3.366 4.030 2.535 -0.004 -0.002 -0.010
H 5.404 0.496 1.939 -0.001 0.002 0.008
H 3.234 -0.758 1.911 0.005 0.006 -0.033
C -1.603 -1.504 -6.393 0.003 -0.002 0.007
C -1.263 -1.239 -4.955 -0.004 0.007 -0.018
C -0.782 -0.004 -4.547 -0.008 0.005 0.009
C -0.475 0.272 -3.221 -0.024 0.058 -0.033
C 0.032 1.657 -2.910 0.060 -0.042 -0.024
C -0.665 -0.747 -2.263 0.042 -0.104 0.109
C -1.145 -2.019 -2.658 0.010 -0.026 -0.020
C -1.353 -3.186 -1.725 -0.039 0.068 0.014
C -1.433 -2.229 -3.995 0.028 0.004 0.004
C -0.363 -0.481 -0.858 -0.086 0.035 -0.133
O 0.232 0.586 -0.458 -0.014 -0.095 -0.100
O -0.690 -1.278 0.106 -0.087 0.118 -0.236
H -1.255 -0.701 -7.039 0.001 0.000 0.002
H -2.684 -1.595 -6.517 0.002 0.000 0.003
H -1.157 -2.439 -6.732 -0.001 0.000 0.003
H -0.640 0.776 -5.284 -0.004 -0.004 -0.001
H 0.008 2.259 -3.816 -0.004 0.007 0.002
H 1.056 1.631 -2.539 -0.023 0.008 -0.006
H -0.567 2.151 -2.147 -0.025 0.000 0.006
H -0.462 -3.404 -1.138 0.032 0.009 0.011
H -1.605 -4.070 -2.307 -0.001 0.000 0.012
H -2.167 -2.994 -1.025 0.015 0.005 0.003
H -1.795 -3.204 -4.302 0.001 0.008 -0.004
N -0.896 -2.205 2.970 0.011 0.079 0.084
C -1.178 -2.768 4.155 -0.016 -0.028 -0.028
C -0.809 -1.873 5.133 0.017 0.034 0.007
C -0.304 -0.766 4.443 0.043 0.024 -0.022
N -0.364 -0.981 3.135 -0.052 -0.197 0.252
H -1.048 -2.547 2.032 0.000 -0.007 0.005
H -1.615 -3.750 4.216 0.006 0.004 -0.003
H -0.891 -2.000 6.197 0.003 -0.001 -0.009
H 0.095 0.161 4.818 -0.004 0.001 -0.008

=====

(4)
41
Properties=species:S:1:pos:R:3:forces:R:3 method="wB97M-V/def2-TZVPD" max_force_ev_per_a=9.36 orbital_gap_ha=0.158 spin_multiplicity=1 charge=+1 homo_energy_ha=-0.361 e_lumo_ev=-5.5
C -3.581 -0.852 -0.267 -0.204 0.522 -0.767
S -1.994 -0.482 0.534 -1.781 -2.329 2.352
C -2.690 0.683 1.735 0.094 0.711 -0.232
C -1.974 -1.910 1.633 -2.202 3.980 -0.490
C -1.002 -2.766 1.553 7.167 -5.940 -0.930
N -0.088 -3.557 1.456 -3.281 2.949 0.521
H -3.442 -1.605 -1.039 0.272 -0.030 0.087
H -4.304 -1.223 0.456 0.283 0.010 0.247
H -3.979 0.046 -0.732 -0.003 0.156 -0.129
H -1.907 1.040 2.400 0.146 -0.107 -0.097
H -3.114 1.536 1.213 -0.013 0.105 -0.096
H -3.468 0.213 2.331 0.055 -0.267 -0.172
H -2.776 -2.050 2.334 -0.499 0.404 -0.137
C 0.442 -0.808 4.316 0.203 -0.304 0.159
C 0.278 -1.966 5.137 -0.009 -0.040 0.040
C -0.968 -2.279 5.709 0.091 0.171 -0.152
C -1.115 -3.395 6.500 -0.346 0.143 0.039
C -0.038 -4.228 6.742 -0.134 -0.073 0.034
C 1.197 -3.943 6.197 0.412 0.015 -0.127
C 1.356 -2.831 5.409 0.071 0.140 -0.124
C 1.659 -0.412 3.803 0.314 0.186 -0.080
C 1.891 0.693 3.012 0.097 -0.431 0.268
C 3.172 1.040 2.476 0.260 0.077 -0.089
C 3.348 2.204 1.706 -0.262 -0.181 0.160
C 4.576 2.516 1.171 -0.048 0.218 -0.115
C 5.661 1.685 1.386 0.058 0.099 -0.089
C 5.520 0.539 2.146 0.045 -0.294 0.178
C 4.297 0.221 2.685 -0.141 -0.034 0.052
H -0.423 -0.211 4.094 -0.435 0.157 -0.039
H -1.806 -1.625 5.532 -0.193 0.099 -0.068
H -2.074 -3.621 6.938 -0.138 -0.014 0.032
H -0.160 -5.107 7.350 -0.067 -0.171 0.155
H 2.041 -4.590 6.380 0.049 -0.070 0.023
H 2.324 -2.629 4.992 0.187 -0.074 -0.078
H 2.508 -1.004 4.072 0.224 -0.200 -0.030
H 1.060 1.336 2.790 -0.322 0.330 -0.198
H 2.507 2.855 1.539 -0.216 0.159 -0.059
H 4.698 3.409 0.578 -0.030 0.116 -0.056
H 6.620 1.927 0.959 0.140 0.071 -0.074
H 6.364 -0.111 2.315 0.068 -0.037 0.008
H 4.202 -0.675 3.268 0.084 -0.220 0.074